(1)
# C18H29CaN4O7S2

A structure of composition C18H29CaN4O7S2 at a distorted geometry (wB97M-V/def2-TZVPD, the Open Molecules 2025 dataset).

Each line ends with the Löwdin charge.
Atoms and positions in Å:
Ca 8.36129 8.67683 8.80795  1.454
C 10.96246 10.92301 8.43325  -0.095
C 10.42155 11.15679 7.05505  -0.180
O 9.08424 10.62057 6.97034  -0.199
C 8.81065 10.20736 5.59398  -0.134
C 9.39742 8.82640 5.30244  -0.141
O 9.02633 7.83981 6.33224  -0.217
C 9.93443 6.73630 6.31016  -0.174
C 9.98004 6.06604 7.69171  -0.153
O 10.08647 7.05049 8.74971  -0.290
C 11.38287 7.31191 9.42510  -0.099
C 11.52824 8.79358 9.72385  -0.172
O 10.58578 9.53424 8.94702  -0.279
H 10.43167 11.63047 9.13799  0.138
H 12.03069 11.19797 8.42332  0.136
H 11.14226 10.76247 6.34168  0.121
H 10.25013 12.27833 6.85003  0.171
H 9.29267 10.93563 4.87340  0.149
H 7.70946 10.25350 5.42855  0.141
H 10.48531 8.76165 5.17426  0.115
H 9.01517 8.49759 4.35734  0.123
H 11.01905 7.11308 5.95550  0.170
H 9.59034 6.01110 5.57660  0.127
H 10.80847 5.30510 7.71505  0.148
H 9.04970 5.47450 7.90456  0.127
H 12.22611 6.89840 8.86662  0.131
H 11.33094 6.82045 10.39209  0.126
H 12.59999 9.17072 9.57398  0.155
H 11.29489 8.98088 10.79197  0.115
N 9.18872 9.53352 12.25548  0.121
C 8.50218 8.36737 12.26168  -0.627
N 7.89588 7.94795 11.14179  -0.016
C 7.27165 6.67327 11.32248  -0.299
C 7.40678 6.20081 12.63116  -0.380
S 8.42383 7.16796 13.56480  1.073
C 6.57607 6.12078 10.18571  -0.309
C 5.68262 5.07086 10.20069  -0.368
S 5.03948 4.66108 8.67039  1.067
C 6.04382 5.97472 7.98938  -0.638
N 6.78956 6.61648 8.87154  0.006
N 5.87826 6.39640 6.68543  0.110
H 8.82140 10.15134 11.48133  0.078
H 9.35150 10.05329 13.06173  0.086
H 6.76761 5.49622 13.04817  0.053
H 5.34644 4.54209 11.08053  0.080
H 5.42354 5.80182 6.01188  0.102
H 6.61797 6.96992 6.35609  0.067
C 4.89575 10.16960 10.16311  -0.008
C 5.97585 10.83398 9.28063  -0.501
C 5.41574 12.04399 8.55798  -0.019
O 6.42754 9.79761 8.33991  -0.204
C 7.16901 11.40190 10.09569  -0.569
O 6.98619 12.37742 10.83812  0.047
O 8.31050 10.78234 9.96793  -0.195
H 4.02693 9.88212 9.54851  0.092
H 4.53941 10.95031 10.90445  0.120
H 5.28502 9.29502 10.70676  0.080
H 4.54423 11.84619 7.88428  0.105
H 6.18294 12.47278 7.99396  0.066
H 5.13417 12.75445 9.39572  0.119
H 5.61300 9.17036 8.20521  0.145

Forces on atoms 1 to 6 (eV/Å):
0.36 0.88 0.07
-1.41 0.44 2.31
-1.21 1.30 0.00
0.43 -0.87 -1.64
0.40 0.59 0.43
-0.35 -0.48 0.71

Calculated values
LUMO level: -2.219 eV
charge: +1
frontier orbital gap: 8.16 eV
spin multiplicity: 1

(2)
# C18H29ClNO2P2Re

A structure of composition C18H29ClNO2P2Re at a distorted geometry (wB97M-V/def2-TZVPD, the Open Molecules 2025 dataset).

Each line ends with the Mulliken spin population.
Atoms and positions in Å:
Re -0.05330 -0.60616 -0.04525  1.732
P -2.27210 -0.08353 -0.30343  -0.022
C -2.30275 0.83099 -1.93873  0.004
C -0.94625 1.14614 -2.49453  0.010
N 0.15211 0.70865 -1.84429  -0.048
C 1.37119 1.13011 -2.24643  -0.002
C 1.52209 1.92239 -3.38142  -0.006
C 0.40803 2.29242 -4.12122  0.010
C -0.84044 1.89861 -3.66199  -0.006
C 2.57848 0.75146 -1.43092  0.004
P 2.20316 -0.63504 -0.27350  -0.036
H -1.76326 2.17014 -4.17086  0.000
H 2.53386 2.21538 -3.65479  0.000
H 0.51166 2.87999 -5.03016  0.000
H 3.40112 0.43008 -2.08389  -0.001
H 2.93327 1.60446 -0.82915  0.001
H -2.85338 0.25155 -2.61781  0.000
H -2.86610 1.76475 -1.78218  0.000
H -1.73377 -4.70733 -4.24871  0.000
O -2.43279 -4.27542 -4.69861  0.000
H -2.03743 -3.45006 -5.02800  0.000
H -1.58694 -1.24853 0.98270  0.015
O -0.32880 -2.37147 0.46422  0.246
H -0.49761 -3.17781 -0.05454  -0.007
C 2.84645 -2.08359 -1.15403  0.018
H 3.81579 -1.83693 -1.60287  0.003
H 2.95347 -2.89886 -0.42834  -0.001
H 2.13985 -2.38337 -1.93831  0.001
C 3.33545 -0.41402 1.12171  0.009
H 3.24005 -1.29438 1.76987  0.002
H 4.36878 -0.32729 0.76131  -0.001
H 3.06564 0.47675 1.70040  0.001
C -3.13739 1.13836 0.74176  0.008
H -4.20988 1.12967 0.50405  0.000
H -2.98931 0.84530 1.78671  0.000
H -2.72737 2.14275 0.58156  0.000
C -3.55380 -1.33633 -0.65291  0.034
H -3.67544 -1.92172 0.26491  0.001
H -4.50046 -0.84853 -0.91925  0.002
H -3.22035 -1.99287 -1.46710  -0.004
Cl 0.19395 3.44058 3.28133  0.181
C 0.40127 1.81491 3.82103  0.282
C 0.59977 1.61715 5.18568  0.019
C 0.78136 0.32212 5.68784  0.109
C 0.75493 -0.75988 4.81326  0.212
C 0.54250 -0.55930 3.44538  0.070
C 0.37758 0.71996 2.91800  0.086
C 0.19568 0.95909 1.40042  -0.041
H 0.61336 2.47815 5.84886  -0.003
H 0.93968 0.17547 6.75582  0.007
H 0.89725 -1.77522 5.18568  -0.003
H 0.49855 -1.42233 2.77425  0.011
H -0.69784 1.59289 1.26947  0.063
H 1.05045 1.55968 1.03695  0.038

Forces on atoms 1 to 6 (eV/Å):
-2.61 -0.09 1.85
-3.80 1.36 -1.89
0.93 0.85 1.13
-0.43 0.27 -0.62
-0.05 -0.08 1.70
0.56 0.41 -0.66

Calculated values
LUMO level (alpha / beta): -10.533 / -13.108 eV
charge: +3
frontier orbital gap (alpha / beta): 6.97 / 4.40 eV
spin multiplicity: 4

(3)
# C18H29ClNO2P2Sr

A structure of composition C18H29ClNO2P2Sr at a distorted geometry (wB97M-V/def2-TZVPD, the Open Molecules 2025 dataset).

Each line ends with the Löwdin charge.
Atoms and positions in Å:
Sr -0.44264 -0.29414 0.66000  1.042
P -1.33585 0.56334 -2.27304  0.826
C 0.09626 1.46894 -2.75861  -0.270
C 1.10783 1.89058 -1.89056  -0.372
N 1.24721 1.35327 -0.63135  0.027
C 2.18102 1.96422 0.14697  -0.279
C 2.92687 3.10069 -0.24372  -0.030
C 2.93356 3.41805 -1.60514  -0.043
C 2.16560 2.66532 -2.47332  -0.001
C 2.32209 1.67899 1.72863  -0.294
P 1.94905 -0.06739 2.37789  0.802
H 2.20543 2.80568 -3.56050  0.128
H 3.44474 3.71160 0.52144  0.129
H 3.44895 4.29379 -1.96209  0.116
H 3.35639 1.91594 2.11479  0.091
H 1.64255 2.36221 2.30771  0.091
H 2.26231 -2.76571 -2.70843  -0.038
H 0.56262 0.94095 -3.66890  0.127
H 3.00439 -2.50248 1.36550  -0.043
O 1.80959 -2.76733 -3.48288  -0.018
H 2.49467 -3.15660 -4.04932  0.058
H 0.58456 -1.93724 1.04182  -0.043
O 2.28900 -3.11778 1.41525  -0.101
H 2.00170 -3.82767 0.87702  0.031
C 3.66720 -0.72544 2.25642  -0.277
H 4.33231 -0.08590 2.83351  0.052
H 3.71186 -1.72802 2.70534  0.053
H 4.02135 -0.71998 1.21626  0.064
C 1.88136 0.27425 4.17318  -0.274
H 1.46759 -0.61721 4.65733  0.048
H 2.86779 0.47900 4.60067  0.052
H 1.21410 1.11687 4.37775  0.044
C -2.23777 2.21463 -2.21800  -0.232
H -2.44135 2.35138 -3.28834  0.047
H -3.11699 2.29875 -1.56498  0.039
H -1.42359 2.89089 -1.89944  0.038
C -1.99280 -0.50021 -3.62789  -0.254
H -2.82961 -1.13476 -3.28769  0.044
H -2.35036 0.12362 -4.45574  0.047
H -1.20979 -1.18351 -3.98085  0.046
Cl -2.81313 -3.58289 -0.54964  0.727
C -3.53844 -2.30660 0.33478  -0.636
C -4.78405 -1.83523 -0.05678  -0.101
C -5.23878 -0.59172 0.41367  -0.085
C -4.41587 0.16467 1.24250  -0.100
C -3.18835 -0.32845 1.69294  -0.133
C -2.76111 -1.66824 1.36045  -0.431
C -1.53807 -2.23466 1.86967  -0.236
H -5.39955 -2.42199 -0.73888  0.113
H -6.22700 -0.23290 0.12716  0.109
H -4.75489 1.15407 1.57201  0.113
H -2.58546 0.28086 2.38434  0.100
H -1.17290 -1.83517 2.82610  0.050
H -1.40158 -3.31331 1.77499  0.039

Forces on atoms 1 to 6 (eV/Å):
-0.89 1.94 -1.23
-0.93 0.45 1.38
0.94 -3.80 -2.95
2.87 -0.73 0.01
0.50 2.01 0.75
0.21 0.95 2.17

Calculated values
LUMO level (alpha / beta): -4.270 / -3.551 eV
charge: +1
frontier orbital gap (alpha / beta): 5.04 / 6.10 eV
spin multiplicity: 1

(4)
# C18H29F16IO7P3

A cluster of 3 separate species, C18H29F16IO7P3 in total at a distorted geometry (wB97M-V/def2-TZVPD, the Open Molecules 2025 dataset).

Each line ends with the Löwdin charge.
Atoms and positions in Å:
C 5.14220 3.17473 -0.41011  -0.167
C 5.28916 2.93689 -1.93628  -0.355
C 5.30643 1.44616 -2.38683  -0.318
P 3.93058 0.31244 -1.69403  0.391
P 2.32058 1.86788 -2.05874  0.654
P 0.52807 1.02619 -1.17058  0.262
O 0.15869 -0.26888 -1.82538  -0.397
O 0.78272 0.84121 0.44907  -0.197
O -0.67717 2.16703 -1.27951  -0.243
O 5.18139 -0.90046 -1.40874  -0.373
C 5.32784 -1.75422 -2.51700  -0.259
C 3.90099 -1.78791 -3.15770  -0.439
C 3.68185 -2.67306 -4.40555  -0.143
C 3.17245 -4.07721 -3.96566  -0.304
C 4.19675 -4.89191 -3.12778  -0.621
I 3.83294 -4.84310 -0.99024  0.735
O 3.52939 -0.43846 -3.24330  -0.359
H 4.09091 3.39403 -0.16754  0.035
H 5.48314 2.31018 0.17460  0.055
H 5.72464 4.04517 -0.06355  0.052
H 4.56021 3.54455 -2.49380  0.060
H 6.27670 3.35734 -2.21927  0.085
H 5.16130 1.45868 -3.48522  0.071
H 6.28103 0.97750 -2.21477  0.073
H 4.10309 0.62345 -0.29949  0.000
H 2.84646 -0.53464 -1.21019  -0.016
H 2.12709 2.01259 -3.45995  -0.115
H -0.03263 0.39841 0.73308  0.022
H -0.77999 2.39339 -2.20943  0.045
H 5.81259 -2.72368 -2.33746  0.080
H 5.93646 -1.19804 -3.27076  0.114
H 3.22597 -2.23697 -2.39845  0.082
H 4.60789 -2.83795 -4.98991  0.110
H 2.96045 -2.21172 -5.09508  0.113
H 2.22293 -4.00523 -3.41935  0.091
H 2.97791 -4.64687 -4.89115  0.098
H 4.08209 -5.94748 -3.40678  0.025
H 5.21833 -4.57327 -3.35943  0.039
C -1.64965 -2.15985 1.92817  -0.022
C -2.01607 -1.03752 2.92746  -0.430
C -1.59144 -1.23979 4.38428  -0.296
F -2.15006 -2.32827 4.94214  0.097
F -1.99367 -0.17158 5.12146  0.088
F -3.34100 -0.78444 2.84018  0.124
F -1.38488 0.08851 2.49403  0.103
O -2.65849 -3.11522 1.59042  0.048
C -2.87361 -4.22885 2.38683  -0.539
C -4.26277 -4.21437 3.03053  -0.285
F -4.45304 -3.11043 3.77658  0.099
F -4.40382 -5.28568 3.84586  0.095
F -1.88831 -4.37139 3.28789  0.148
F -2.80496 -5.30334 1.57554  0.148
H -1.45670 -1.65208 0.98170  0.147
H -0.70844 -2.64493 2.18636  0.151
H -0.50415 -1.31895 4.46394  0.177
H -5.03771 -4.24642 2.26211  0.175
C -4.50815 3.36285 0.45492  -0.036
C -6.04508 3.42981 0.31652  -0.439
C -6.75623 4.65237 0.90461  -0.306
F -6.58146 4.76818 2.23164  0.098
F -8.09361 4.54235 0.69384  0.086
F -6.58306 2.29089 0.80241  0.131
F -6.31038 3.44286 -1.02179  0.101
O -3.95662 2.57480 1.50702  0.043
C -3.79930 3.10114 2.78170  -0.533
C -4.66721 2.37889 3.81534  -0.280
F -5.97580 2.42666 3.49512  0.098
F -4.52807 2.96338 5.02869  0.097
F -3.99777 4.43225 2.77462  0.144
F -2.51181 2.91074 3.11962  0.155
H -4.16257 2.85654 -0.44643  0.149
H -4.05281 4.35280 0.41766  0.145
H -6.41149 5.57075 0.42152  0.171
H -4.37123 1.33061 3.88974  0.161

Forces on atoms 1 to 6 (eV/Å):
-0.19 0.30 -0.09
1.13 -0.01 0.36
-1.04 1.01 -0.90
0.23 -1.97 0.95
0.32 2.13 1.12
0.35 -1.53 -1.55

Calculated values
LUMO level: 2.171 eV
charge: -1
frontier orbital gap: 6.23 eV
spin multiplicity: 1

(5)
# C18H29I3NO5

A cluster of 3 separate species, C18H29I3NO5 in total at a distorted geometry (wB97M-V/def2-TZVPD, the Open Molecules 2025 dataset).

Each line ends with the Löwdin charge.
Atoms and positions in Å:
C 2.01029 -2.09690 1.37189  -0.048
C 1.33471 -0.74214 1.05666  -0.450
C 1.74955 0.38581 2.04508  -0.171
C 3.26395 0.54786 2.27326  -0.263
C 3.99498 1.45539 1.25331  -0.635
I 3.12740 3.40167 0.99874  0.835
C 1.51074 -0.12805 -0.35342  -0.092
N 0.31958 0.80176 -0.51622  0.091
C -0.82095 0.29441 0.30771  -0.352
C -1.72945 1.26494 1.11444  -0.100
C -1.32658 2.74371 1.05271  -0.864
O -0.90911 3.28352 1.97124  0.058
I -1.52492 3.88299 -0.77405  0.857
C -0.24011 -0.97980 1.02556  -0.513
I -0.91896 -2.58016 -0.31054  0.989
H 1.29682 -2.92162 1.48608  0.047
H 2.57880 -2.07898 2.31110  0.087
H 2.70851 -2.34628 0.55275  0.063
H 1.25824 1.32415 1.74147  0.053
H 1.31048 0.12778 3.02559  0.135
H 3.82719 -0.39092 2.33607  0.113
H 3.37242 1.03151 3.25703  0.115
H 5.01328 1.61856 1.62787  0.048
H 4.13274 0.91270 0.30945  0.041
H 2.34917 0.55875 -0.53612  0.109
H 1.63780 -0.85069 -1.16937  0.098
H 0.02905 0.57326 -1.47432  0.173
H 0.50965 1.80790 -0.60223  0.088
H -1.50422 -0.10661 -0.44227  0.050
H -1.76133 0.92384 2.15752  0.134
H -2.76440 1.18234 0.74822  0.121
H -0.64760 -1.16654 2.02285  0.104
O 3.33434 -2.45784 -1.29470  0.077
C 3.59775 -2.66719 -2.45323  -0.459
O 3.96316 -3.87294 -2.91439  0.056
C 4.31731 -3.78135 -4.30854  -0.136
C 3.61476 -2.53430 -4.81257  -0.149
C 3.61671 -1.64794 -3.57411  -0.074
H 5.40369 -3.70839 -4.38525  0.133
H 3.98858 -4.67948 -4.82588  0.131
H 4.09945 -2.08719 -5.67838  0.123
H 2.58652 -2.77398 -5.09060  0.123
H 4.52952 -1.05439 -3.49624  0.137
H 2.73976 -1.00449 -3.53248  0.116
O -5.60707 -0.71906 1.47787  0.116
C -6.02529 0.39190 1.32134  -0.495
O -6.16600 0.97072 0.10071  0.019
C -6.57867 2.33928 0.25654  -0.157
C -7.21717 2.41310 1.63236  -0.153
C -6.42323 1.36936 2.40830  -0.075
H -5.69447 2.97616 0.17376  0.119
H -7.27770 2.60261 -0.53441  0.128
H -7.18284 3.40897 2.07108  0.119
H -8.26372 2.10980 1.57098  0.123
H -5.51857 1.79231 2.84991  0.127
H -7.02459 0.88016 3.16988  0.129

Forces on atoms 1 to 6 (eV/Å):
0.81 0.04 -0.43
-0.87 -0.26 -0.34
-0.81 -1.17 0.72
-0.16 1.43 -0.05
0.68 -1.05 0.47
0.04 -0.44 -0.22

Calculated values
LUMO level: -2.813 eV
charge: +1
frontier orbital gap: 9.48 eV
spin multiplicity: 1

(6)
# C18H29LiN3O3Ta

A structure of composition C18H29LiN3O3Ta at a distorted geometry (wB97M-V/def2-TZVPD, the Open Molecules 2025 dataset).

Each line ends with the Löwdin charge.
Atoms and positions in Å:
N 2.00102 -0.40674 0.38356  -0.054
C 3.04032 -0.60140 1.01231  -0.316
O 4.02228 -0.78654 1.63317  0.251
Li 0.08194 1.07278 -2.65525  0.668
Ta 0.04660 -0.31280 0.16683  1.842
N -0.60052 -1.33745 -1.39373  -0.267
N -0.25896 1.35081 -0.85181  -0.365
C -0.42137 -2.76516 -1.07124  -0.683
C 0.42013 2.64113 -1.10753  -0.684
C 0.84395 -3.24038 -1.77241  -0.021
C -1.64594 -3.56166 -1.51930  -0.017
C -0.25331 -2.86192 0.43270  -0.067
C -0.20784 3.34084 -2.32770  -0.026
C 0.28978 3.51710 0.12883  -0.013
C 1.88309 2.32560 -1.40308  -0.035
H 0.74086 -3.15715 -2.86192  0.096
H 1.03454 -4.29181 -1.51209  0.113
H 1.71337 -2.64347 -1.45916  0.084
H -2.56193 -3.12235 -1.10454  0.105
H -1.55719 -4.59344 -1.14875  0.114
H -1.72786 -3.60790 -2.61053  0.089
H 0.59322 -2.19055 0.81507  0.037
H 0.09981 -3.86787 0.69687  0.143
H -1.20627 -2.68935 0.95491  0.119
H 0.04665 2.86444 -3.30014  0.085
H 0.21320 4.35654 -2.36057  0.124
H -1.29828 3.44314 -2.24259  0.105
H -0.74946 3.83883 0.27453  0.094
H 0.91902 4.41099 -0.00249  0.116
H 0.62881 2.98538 1.02692  0.103
H 2.33481 1.69186 -0.62562  0.065
H 2.42295 3.28542 -1.44899  0.123
H 2.01232 1.82777 -2.38678  0.091
C -1.71393 1.40075 -0.50820  -0.109
H -1.99717 0.48832 0.07967  0.077
H -1.96104 2.28605 0.09099  0.108
H -2.32947 1.40975 -1.42322  0.102
C -0.91915 -0.98620 -2.79968  -0.106
H -1.55927 -1.77078 -3.23096  0.101
H -1.52455 -0.05539 -2.85163  0.072
H -0.01028 -0.90896 -3.43012  0.097
O 1.05733 -1.39258 2.96790  0.058
C 0.19111 -0.52529 3.10143  -0.485
O -0.47969 -0.02224 2.04428  -0.213
C -0.17787 0.05684 4.41303  -0.157
C -1.04978 1.14536 4.51441  -0.025
C -1.36742 1.65039 5.77578  -0.053
C -0.81484 1.06895 6.92469  -0.040
C 0.06695 -0.01214 6.81642  -0.040
C 0.39273 -0.51650 5.55611  0.003
H -1.46950 1.57658 3.60512  0.107
H -2.04892 2.49986 5.85938  0.116
H -1.06881 1.46757 7.91086  0.122
H 0.50601 -0.46838 7.70726  0.121
H 1.07971 -1.35298 5.43619  0.127

Forces on atoms 1 to 6 (eV/Å):
-0.72 0.01 -0.35
2.13 -0.55 1.78
-2.72 0.57 -1.93
0.32 -0.18 -0.93
1.43 1.34 0.19
0.28 0.68 0.22

Calculated values
LUMO level: -7.924 eV
charge: +2
frontier orbital gap: 6.23 eV
spin multiplicity: 1

Number 1: calculated total energy -79536.0071 eV. Number 2: calculated total energy -57921.5002 eV. Number 3: calculated total energy -56646.2475 eV. Number 4: calculated total energy -112917.5814 eV. Number 5: calculated total energy -55159.3676 eV. Number 6: calculated total energy -31493.7436 eV.